1.
Below is a 3-piece molecular cluster, C18H47N8O4P3 overall, with properties calculated with ωB97M-V/def2-TZVPD.

```
! wB97M-V def2-TZVPD RIJCOSX def2/J DEFGRID3
* xyz 0 1
N -7.9872 -3.6259 -4.2471
C -7.8816 -5.0690 -3.9498
C -6.4165 -5.5716 -4.1565
C -5.9667 -6.6647 -3.1524
P -5.6027 -6.1259 -1.4239
C -4.2534 -4.8205 -1.4505
C -4.6589 -3.5012 -2.0945
O -4.1056 -3.1408 -3.0970
N -7.0433 -5.3081 -0.7718
C -6.7777 -4.6118 0.1933
O -6.4805 -3.7093 0.8786
H -7.4716 -3.4667 -5.1030
H -7.5904 -3.0909 -3.4851
H -8.2971 -5.3168 -2.9707
H -8.5276 -5.5564 -4.6928
H -5.7467 -4.7108 -4.2171
H -6.3933 -6.0395 -5.1546
H -6.7178 -7.4619 -3.1215
H -5.0498 -7.1216 -3.5504
H -4.0130 -4.6255 -0.3933
H -3.3391 -5.2280 -1.8915
H -5.4845 -2.8913 -1.6703
O -0.4918 1.4654 -1.9715
P -1.4387 1.3161 -0.7933
N -0.2456 1.1016 0.4258
C -0.3824 0.3062 1.6244
C 0.4986 2.3215 0.7316
N -2.1014 -0.2097 -1.3156
C -1.2991 -1.4172 -1.1816
C -2.6406 -0.1402 -2.6743
N -2.7613 1.4877 0.4071
C -3.7338 0.4444 0.6900
C -3.4786 2.7645 0.2191
H -0.9886 0.7996 2.3981
H 0.6056 0.1144 2.0503
H -0.8143 -0.6733 1.4295
H -0.0924 3.0018 1.3636
H 0.7617 2.8579 -0.1807
H 1.4347 2.0948 1.2453
H -0.2670 -1.2846 -1.5267
H -1.7426 -2.2376 -1.7504
H -1.2819 -1.7655 -0.1464
H -1.8543 -0.1852 -3.4351
H -3.1948 0.7924 -2.8233
H -3.3390 -0.9602 -2.8465
H -4.4058 0.2433 -0.1494
H -4.3448 0.7560 1.5440
H -3.2531 -0.4847 0.9871
H -4.0906 2.7587 -0.6912
H -2.7639 3.5902 0.1361
H -4.1246 2.9853 1.0709
O 4.1907 3.4096 2.2588
P 5.6674 3.2187 2.5576
N 6.2593 4.5043 1.5800
C 7.5283 4.5348 0.8881
C 5.9652 5.8273 2.1212
N 5.7967 1.6862 1.7350
C 5.8002 1.6593 0.2778
C 4.8256 0.7142 2.2316
N 7.2642 2.9516 3.3282
C 8.1425 1.8396 2.9993
C 7.1623 3.0555 4.7977
H 8.3755 4.7413 1.5582
H 7.5103 5.3176 0.1261
H 7.7360 3.6101 0.3548
H 6.6445 6.0829 2.9491
H 4.9435 5.8733 2.5005
H 6.0529 6.5942 1.3496
H 5.0213 2.2919 -0.1626
H 5.6549 0.6411 -0.0881
H 6.7695 1.9668 -0.1185
H 3.8227 0.8854 1.8255
H 4.7551 0.7610 3.3230
H 5.1389 -0.3001 1.9720
H 7.7390 0.8690 3.3003
H 9.0978 1.9828 3.5154
H 8.3753 1.8105 1.9377
H 6.6319 2.1992 5.2317
H 6.6151 3.9629 5.0752
H 8.1490 3.1235 5.2595
*
```

Energy, hartree: -2476.9304
HOMO-LUMO gap, eV: 7.7
SMILES string: CN(C)P(=O)(N(C)C)N(C)C.CN(C)P(=O)(N(C)C)N(C)C.NCCCP(CC=O)N=C=O
ΔE to the lowest compared entry with this formula, charge and spin, kcal/mol: 0.00

=====

2.
Below is C23H23MoP2 as an isolated structure, with properties calculated with ωB97M-V/def2-TZVPD.

```
! wB97M-V def2-TZVPD RIJCOSX def2/J DEFGRID3
* xyz 1 3
C -0.0733 0.3985 -3.7577
C -1.2349 -0.4349 -3.9165
C -1.0009 -1.6862 -3.2469
C 0.3298 -1.7839 -2.8795
C 1.0163 -0.4187 -2.9861
Mo 1.5014 1.8233 -1.5865
P -0.5435 3.2575 -2.6141
H 0.2707 1.1868 -4.4490
H -2.1461 -0.1732 -4.4652
H -1.7655 -2.5598 -3.2693
H 2.0410 -0.4144 -3.5251
H 0.8059 -2.7244 -2.5632
H -1.7517 3.6604 -1.9825
H -1.1710 3.4406 -3.8705
H -0.0487 4.6276 -2.6645
C -0.7260 3.1005 3.6527
C 0.2821 3.3439 2.7306
C 0.4977 2.4737 1.6541
C -0.3082 1.3443 1.4785
C -1.3015 1.0561 2.4418
C -1.5083 1.9477 3.5306
P 0.0657 0.2895 -0.0150
C 1.6381 -0.4264 0.5965
C 2.7037 -0.1047 -0.2624
C 3.9865 -0.5128 0.1330
C 4.2208 -1.1423 1.3668
C 3.1663 -1.3707 2.2421
C 1.8603 -1.0162 1.8671
C -1.1076 -1.1138 0.2784
C -0.7653 -2.3946 0.7663
C -1.7418 -3.3964 0.9960
C -3.0879 -3.1585 0.7116
C -3.4491 -1.8944 0.2066
C -2.4698 -0.9093 0.0193
H -0.9015 3.8022 4.4715
H 0.9169 4.2235 2.8287
H 1.2955 2.6973 0.9430
H -1.9191 0.1805 2.3811
H -2.2745 1.7327 4.2567
H 2.5967 0.4091 -1.2608
H 4.8382 -0.3035 -0.5263
H 5.2282 -1.4328 1.6365
H 3.3401 -1.8240 3.2173
H 1.0300 -1.1951 2.5685
H 0.2559 -2.6556 0.9823
H -1.4521 -4.3696 1.3935
H -3.8466 -3.9376 0.8728
H -4.4955 -1.7058 -0.0277
H -2.7976 0.0640 -0.3553
*
```

Energy, hartree: -1640.6269
HOMO-LUMO gap (alpha / beta), eV: 6.0 / 6.6
ΔE to the lowest compared entry with this formula, charge and spin, kcal/mol: 109.74

=====

3.
Below is C34H33ClCrN2O4S as an isolated structure, with properties calculated with ωB97M-V/def2-TZVPD.

```
! wB97M-V def2-TZVPD RIJCOSX def2/J DEFGRID3
* xyz 0 5
Cr 0.3481 -0.3065 0.4107
C -2.8021 2.3567 -0.9764
C -1.7229 1.5149 -1.6212
C -1.9311 0.1561 -1.8659
C -3.2576 -0.5057 -1.5821
C -0.9174 -0.6207 -2.4494
C -1.2382 -2.0533 -2.8093
C 0.3394 -0.0511 -2.6954
C 1.4526 -0.8644 -3.3211
C 0.5573 1.3100 -2.4113
C 1.9364 1.9043 -2.6280
C -0.5059 2.1101 -1.9784
C -0.3926 3.6228 -1.9630
H -2.3910 3.2588 -0.5264
H -3.3038 1.8088 -0.1793
H -3.5668 2.6638 -1.6965
H -3.1183 -1.4230 -1.0073
H -3.7501 -0.7834 -2.5191
H -3.9404 0.1388 -1.0378
H -1.5967 -2.5972 -1.9324
H -0.3771 -2.5967 -3.1870
H -2.0245 -2.0883 -3.5706
H 1.9932 -1.4526 -2.5717
H 2.1759 -0.2300 -3.8302
H 1.0687 -1.5605 -4.0624
H 2.0769 2.8232 -2.0611
H 2.1251 2.1368 -3.6811
H 2.7108 1.2097 -2.3014
H -0.2530 4.0352 -0.9599
H -1.3033 4.0718 -2.3625
H 0.4288 3.9719 -2.5849
Cl 5.6611 -5.2968 -0.0723
C 4.2276 -4.3013 -0.0980
C 2.9778 -4.8960 -0.3963
C 1.8330 -4.1579 -0.4316
C 1.8607 -2.7619 -0.1594
O 0.7786 -2.0843 -0.1971
C 3.1295 -2.1793 0.1307
C 3.2508 -0.7882 0.3514
O 2.3347 0.0519 0.3200
C 4.3038 -2.9749 0.1608
H 2.9426 -5.9613 -0.5922
H 0.8680 -4.6051 -0.6429
H 4.2610 -0.4069 0.5542
H 5.2608 -2.5149 0.3882
O -0.7123 -2.8907 2.4809
S -1.7068 -2.3132 1.6073
O -1.9407 -2.8870 0.3089
N -1.4226 -0.7168 1.4137
C -1.5279 0.1788 2.5112
C -2.2555 0.0525 3.6786
C -2.3557 1.1073 4.6146
C -1.7224 2.2975 4.4387
C -0.8931 2.4549 3.3070
C -0.1012 3.6027 3.0919
C 0.7607 3.6541 2.0384
C 0.8408 2.5493 1.1797
N 0.0917 1.4878 1.3191
C -0.7885 1.4074 2.3695
C -3.2737 -2.5172 2.4055
C -4.3704 -1.7914 1.9593
C -5.6121 -2.0365 2.5203
C -5.7499 -3.0073 3.5088
C -4.6455 -3.7311 3.9397
C -3.3925 -3.4861 3.3899
H -2.7776 -0.8628 3.9023
H -2.9638 0.9520 5.4979
H -1.8138 3.1029 5.1599
H -0.1683 4.4278 3.7939
H 1.3958 4.5137 1.8631
H 1.5470 2.5270 0.3587
H -4.2426 -1.0394 1.1859
H -6.4757 -1.4743 2.1860
H -6.7231 -3.1979 3.9432
H -4.7572 -4.4869 4.7075
H -2.5110 -4.0239 3.7161
*
```

Energy, hartree: -3628.8449
HOMO-LUMO gap (alpha / beta), eV: 7.4 / 7.6
ΔE to the lowest compared entry with this formula, charge and spin, kcal/mol: 3.04

=====

4.
Below is a 5-piece molecular cluster, C30H44BrN6O2 overall, with properties calculated with ωB97M-V/def2-TZVPD.

```
! wB97M-V def2-TZVPD RIJCOSX def2/J DEFGRID3
* xyz 5 1
Br 23.3665 -0.7779 -11.3896
C 20.6763 -5.3512 -14.3360
C 21.0029 -4.2803 -15.3492
O 20.1274 -3.7811 -16.0609
N 22.3473 -3.6170 -15.3787
H 22.3335 -2.7624 -15.9169
H 22.6502 -3.3888 -14.4426
C 23.4117 -4.5789 -16.0232
H 21.3376 -6.2071 -14.4714
H 19.6126 -5.5735 -14.2509
H 20.9286 -5.0182 -13.3293
H 23.2934 -4.7695 -17.0899
H 23.4085 -5.5160 -15.4666
H 24.3033 -3.9543 -15.9688
C 28.2654 -1.0347 -13.0934
C 28.6779 -1.2362 -11.5988
O 29.3837 -0.5481 -10.8864
N 27.8917 -2.4433 -10.9763
H 26.9134 -2.1963 -10.9326
H 27.9405 -3.2975 -11.5132
C 28.1862 -2.6035 -9.4519
H 28.2557 -1.8192 -13.8501
H 29.0362 -0.4297 -13.5708
H 27.3920 -0.3922 -13.2055
H 27.7743 -3.4514 -8.9047
H 27.7214 -1.7288 -8.9969
H 29.2718 -2.6522 -9.3663
C 21.3856 0.1950 -4.6065
N 21.1373 -1.2559 -4.6819
C 20.6002 -1.8246 -3.5782
C 20.4194 -3.2187 -3.5044
C 20.8808 -4.0123 -4.5581
C 21.4039 -3.3480 -5.7070
C 21.5133 -1.9319 -5.7764
C 20.6472 -5.4607 -4.6727
C 19.3449 -5.9215 -4.3765
C 19.0958 -7.3117 -4.2555
N 20.0842 -8.1926 -4.5344
C 21.2843 -7.7526 -4.9075
C 21.6161 -6.4029 -4.9433
C 19.7654 -9.6289 -4.4831
H 21.7322 0.5615 -5.5728
H 22.1338 0.2633 -3.8168
H 20.5151 0.7190 -4.2120
H 20.3374 -1.1109 -2.8114
H 20.0001 -3.6948 -2.6304
H 21.7002 -3.8987 -6.5875
H 21.8461 -1.4194 -6.6669
H 18.5339 -5.2162 -4.2712
H 18.0968 -7.7061 -4.1425
H 22.0079 -8.5202 -5.1392
H 22.6030 -6.0817 -5.2417
H 18.8200 -9.7506 -3.9544
H 20.6497 -10.0716 -4.0247
H 19.6544 -9.9875 -5.5064
C 23.8507 8.4703 -4.7495
N 23.6482 7.8018 -6.0607
C 24.7248 7.6102 -6.8218
C 24.5589 7.0196 -8.0303
C 23.2859 6.8304 -8.6584
C 22.1715 7.1892 -7.9052
C 22.3477 7.6528 -6.5851
C 23.1326 6.3062 -10.0243
C 23.9693 5.2854 -10.3905
C 23.7291 4.6620 -11.5965
N 22.8033 5.0938 -12.4102
C 22.0216 6.1882 -12.1288
C 22.1911 6.8310 -10.9089
C 22.5329 4.4054 -13.6975
H 24.0108 9.5432 -4.8554
H 24.7494 8.1101 -4.2489
H 22.9576 8.1321 -4.2240
H 25.6743 7.9342 -6.4218
H 25.4325 6.8423 -8.6400
H 21.1664 7.0656 -8.2805
H 21.5229 7.9182 -5.9404
H 24.7156 4.9209 -9.7002
H 24.3665 3.8589 -11.9356
H 21.2387 6.5010 -12.8039
H 21.5939 7.6818 -10.6158
H 22.9829 5.0742 -14.4312
H 21.4481 4.3322 -13.7740
H 22.9266 3.3890 -13.7046
*
```

Energy, hartree: -4220.7577
HOMO-LUMO gap, eV: 4.9
ΔE to the lowest compared entry with this formula, charge and spin, kcal/mol: 9.75

=====

5.
Below is an isolated molecule of C5H10O2, with properties calculated with ωB97M-V/def2-TZVPD.

```
! wB97M-V def2-TZVPD RIJCOSX def2/J DEFGRID3
* xyz 0 1
O 2.9050 -0.5077 -0.7814
C 1.7637 -0.8925 -0.0529
C 0.4471 -0.2485 -0.5300
C -0.7153 -0.7758 0.4010
C -1.8062 0.2464 0.1426
C -1.0372 1.5135 0.1501
O 0.3754 1.1782 -0.4434
H 2.8448 0.4528 -0.8501
H 1.8974 -0.6969 1.0238
H 1.6689 -1.9844 -0.1802
H 0.3000 -0.5476 -1.5851
H -0.3575 -0.6752 1.4346
H -0.9840 -1.8231 0.2228
H -2.4860 0.6537 0.9364
H -2.3847 0.0177 -0.7636
H -0.7722 1.7712 1.1724
H -1.6591 2.3182 -0.2972
*
```

Energy, hartree: -346.9402
HOMO-LUMO gap, eV: 10.7
SMILES string: OC[C@H]1CCCO1
ΔE to the lowest compared entry with this formula, charge and spin, kcal/mol: 53.50

=====

6.
Below is C19H24NO7PdS3 as an isolated structure, with properties calculated with ωB97M-V/def2-TZVPD.

```
! wB97M-V def2-TZVPD RIJCOSX def2/J DEFGRID3
* xyz 1 1
Pd -0.1648 -0.1130 -0.2099
C -2.6624 1.4775 0.8693
N -2.2168 1.0811 -0.4794
C -2.0994 2.2541 -1.3438
C -3.1289 0.0899 -1.0534
C -2.8906 -1.1810 -0.3381
C -3.8672 -2.1541 -0.1604
C -3.5810 -3.3078 0.5527
C -2.3274 -3.4736 1.1201
C -1.3354 -2.5133 0.9384
C -1.6316 -1.3814 0.2020
H -3.6029 2.0386 0.8088
H -1.9047 2.0955 1.3396
H -2.8208 0.5931 1.4800
H -3.0845 2.6912 -1.5473
H -1.6342 1.9746 -2.2888
H -1.4898 3.0093 -0.8560
H -2.9145 -0.0151 -2.1191
H -4.1692 0.4241 -0.9529
H -4.8557 -2.0000 -0.5778
H -4.3362 -4.0733 0.6698
H -2.1039 -4.3573 1.7031
H -0.3515 -2.6776 1.3458
O 1.2177 2.3810 -1.5712
S 2.1684 0.6175 -1.8152
O 3.3181 1.1075 -2.4689
O 2.1526 0.3166 -0.4083
C 0.7467 0.1723 -2.8426
C 0.4398 0.8562 -3.9951
C -0.6192 0.3700 -4.7546
C -1.3222 -0.7580 -4.3469
C -0.9846 -1.4385 -3.1837
C 0.0518 -0.9663 -2.3878
S 1.2857 -2.1338 -1.6674
O 2.5057 -1.3699 -2.1474
O 1.1301 -3.3837 -2.3274
O 1.0796 -2.1266 -0.2114
H 1.0146 1.7196 -4.3026
H -0.8707 0.8546 -5.6881
H -2.1087 -1.1514 -4.9776
H -1.4709 -2.3697 -2.9201
O 0.2987 2.2215 0.6370
S 1.1661 3.0123 -0.2252
C 2.8954 3.0320 0.3024
C 3.3089 4.4708 0.0390
C 2.2797 5.3902 0.6984
C 0.8986 4.8071 0.5212
H 3.4807 2.3326 -0.2781
H 2.8665 2.7414 1.3543
H 3.3132 4.6553 -1.0389
H 4.3106 4.6661 0.4136
H 2.3330 6.3841 0.2590
H 2.5051 5.4704 1.7619
H 0.2414 5.3249 -0.1729
H 0.3831 4.4767 1.4167
*
```

Energy, hartree: -2641.8639
HOMO-LUMO gap (alpha / beta), eV: 7.0 / 7.0
ΔE to the lowest compared entry with this formula, charge and spin, kcal/mol: 86.46

=====

7.
Below is a 2-piece molecular cluster, C2H6NS overall, with properties calculated with ωB97M-V/def2-TZVPD.

```
! wB97M-V def2-TZVPD RIJCOSX def2/J DEFGRID3
* xyz -1 1
S -1.8381 -0.6597 1.5125
H -2.8410 -1.2977 2.1238
C 0.2125 -0.4817 -1.3821
C 0.9744 0.3861 -0.6710
N 0.6984 0.8119 0.6156
H -0.5823 -0.9819 -0.7594
H 0.5666 -0.7546 -2.3289
H 1.9409 0.7054 -1.0665
H -0.1652 0.4953 1.0653
H 1.0339 1.7769 0.8906
*
```

Energy, hartree: -532.7457
HOMO-LUMO gap, eV: 7.1
ΔE to the lowest compared entry with this formula, charge and spin, kcal/mol: 15.95

=====

8.
Below is an isolated molecule of C4H8O, with properties calculated with ωB97M-V/def2-TZVPD.

```
! wB97M-V def2-TZVPD RIJCOSX def2/J DEFGRID3
* xyz 0 1
C 1.7459 -0.4235 0.0723
C -0.6279 -0.2755 -0.0643
C -0.4450 1.1958 -0.0246
C -1.8159 -0.9663 0.0285
H 1.9581 -0.1145 1.2111
H 2.3094 -1.3150 -0.1581
H 2.0615 0.5404 -0.5772
H 0.4045 1.3018 -0.8859
H -0.0473 1.5322 0.9416
H -1.3387 1.8653 -0.5988
H -2.7391 -0.3220 0.2882
H -1.9852 -2.0196 0.0203
O 0.5197 -0.9992 -0.2530
*
```

Energy, hartree: -232.3456
HOMO-LUMO gap, eV: 9.4
SMILES string: C=C(C)OC
ΔE to the lowest compared entry with this formula, charge and spin, kcal/mol: 62.80

=====

9.
Below is an isolated ion of composition CHN4O2 and charge -1, with properties calculated with ωB97M-V/def2-TZVPD.

```
! wB97M-V def2-TZVPD RIJCOSX def2/J DEFGRID3
* xyz -1 1
C 0.1114 -0.2183 0.2997
N -0.2505 1.6977 1.2863
N 0.2162 0.5619 1.6573
N -0.3793 0.5936 -0.5794
N -0.5977 1.7829 0.0508
O 0.3753 -1.8779 -1.2337
O 0.4812 -1.4938 0.1520
H 0.0433 -1.0462 -1.6330
*
```

Energy, hartree: -408.1170
HOMO-LUMO gap, eV: 8.0
ΔE to the lowest compared entry with this formula, charge and spin, kcal/mol: 99.64

=====

10.
Below is C25H20BrCl5N4O2ReSSe as an isolated structure, with properties calculated with ωB97M-V/def2-TZVPD.

```
! wB97M-V def2-TZVPD RIJCOSX def2/J DEFGRID3
* xyz 0 2
Re -0.8102 0.2749 -0.6949
Cl -0.8243 0.2050 1.9532
C 0.8904 -0.0032 1.5934
C 1.1099 -0.0284 0.2363
C 2.4448 -0.1099 -0.1401
Cl 2.8617 -0.1226 -1.8212
C 3.4667 -0.1825 0.8089
Cl 5.1129 -0.2722 0.3144
C 3.1692 -0.1734 2.1765
Cl 4.4189 -0.2773 3.3500
C 1.8445 -0.0710 2.5901
Cl 1.3969 -0.0327 4.2475
N 3.4160 1.6772 -7.9023
C 2.4197 1.3713 -6.9985
C 2.6102 0.3541 -6.0547
C 1.5990 0.0187 -5.1811
C 0.3850 0.6962 -5.2327
C 0.1826 1.7068 -6.1607
C 1.1910 2.0353 -7.0453
S -0.8477 0.3242 -4.0561
O -2.0052 1.1209 -4.3403
O -0.9630 -1.0963 -3.9188
N -0.1748 0.8192 -2.6116
C -0.0717 2.1602 -2.3399
N 0.0884 3.1479 -3.2032
C 0.0897 4.3651 -2.6759
C -0.0579 4.6188 -1.3133
C -0.2077 3.5278 -0.4857
N -0.1951 2.3010 -1.0001
H 4.3505 1.3798 -7.6829
H 3.3549 2.5577 -8.3825
H 3.5577 -0.1695 -6.0154
H 1.7352 -0.7809 -4.4643
H -0.7647 2.2270 -6.1780
H 1.0352 2.8185 -7.7773
H 0.2054 5.1851 -3.3756
H -0.0694 5.6242 -0.9226
H -0.3347 3.6110 0.5863
C -8.0665 -1.2665 1.5202
C -6.7720 -0.7358 0.9669
C -6.1091 0.3197 1.5780
C -4.9449 0.8580 1.0450
C -4.2625 1.9953 1.7552
C -4.4332 0.3079 -0.1365
Se -3.0117 1.2457 -1.0293
C -5.0494 -0.7877 -0.7528
C -4.5472 -1.4442 -2.0095
C -6.2175 -1.2834 -0.1795
H -8.3616 -0.7299 2.4210
H -7.9841 -2.3261 1.7672
H -8.8696 -1.1646 0.7886
H -6.5104 0.7423 2.4928
H -4.8125 2.2680 2.6548
H -4.1883 2.8757 1.1138
H -3.2441 1.7268 2.0452
H -3.5745 -1.0786 -2.3213
H -5.2445 -1.2703 -2.8321
H -4.4689 -2.5212 -1.8610
H -6.7103 -2.1232 -0.6590
Br -1.4053 -2.0866 -0.6758
*
```

Energy, hartree: -9087.0793
HOMO-LUMO gap (alpha / beta), eV: 6.5 / 6.6
ΔE to the lowest compared entry with this formula, charge and spin, kcal/mol: 24.30

=====

11.
Below is C3H4LiO4Sn as an isolated structure, with properties calculated with ωB97M-V/def2-TZVPD.

```
! wB97M-V def2-TZVPD RIJCOSX def2/J DEFGRID3
* xyz 2 2
H 1.3244 -1.6534 0.1219
C 0.4477 -1.5966 0.7668
C -0.6148 -2.5895 0.7918
O 0.3635 -2.4421 1.8406
H -1.6286 -2.2921 1.0590
H -0.5040 -3.4840 0.1756
O -0.4750 0.5298 -1.0064
C -0.0694 0.7099 0.1207
O 0.2371 -0.2074 1.0149
Sn -1.2109 0.8051 -2.7268
H 1.1656 1.5053 1.2632
Li 0.8875 3.5780 -0.3812
O 0.5950 1.8020 0.4643
*
```

Energy, hartree: -638.7907
HOMO-LUMO gap (alpha / beta), eV: 5.5 / 8.8
ΔE to the lowest compared entry with this formula, charge and spin, kcal/mol: 8.06